(1)
Formula: C44H53F6N7O7PS3Ti
Source: OMol25
Level of theory: ωB97M-V/def2-TZVPD

Geometry as ORCA input:
```
! RIJCOSX wB97M-V def2-TZVPD def2/J DEFGRID3
* xyz 1 1
Ti 0.1994 0.7641 -0.1092
S 0.1316 5.0565 -2.4279
S -1.2135 2.6898 -2.5471
S -0.0495 -2.3362 -1.7194
P 2.6461 -0.5338 0.3210
F -0.8697 6.3727 -4.4558
F 0.6574 7.4099 -3.3179
F 1.2165 5.8157 -4.6815
F -3.0539 3.6157 -0.8650
F -3.1487 4.4675 -2.8582
F -3.8173 2.4438 -2.5108
O 1.2262 -2.8907 -2.0722
O -1.6831 0.9951 0.5032
O 1.4638 4.8550 -1.9339
O -1.4450 1.5485 -3.3781
O -0.6325 -2.7615 -0.4585
O -0.6920 2.3757 -1.1941
O -0.8677 5.5924 -1.5497
N -0.3992 3.7867 -3.2747
N 0.0972 -0.6956 -1.6008
N 0.8186 1.2997 1.6327
N 1.0298 -0.4114 -3.7925
N -3.9136 -4.1112 -5.8169
N -1.9102 -3.6616 1.6790
N 1.4299 1.0567 -1.9749
C -2.2166 3.1947 3.9250
C 4.6327 1.1342 -0.7854
C -0.8197 1.2674 3.4571
C 2.6733 -2.3243 0.7856
C -5.4087 -1.7970 -0.5995
C -2.5661 -4.7797 0.9429
C 0.2576 4.1837 1.2365
C -2.9243 3.3717 -2.1589
C -3.5029 -0.3923 -0.9737
C -2.8816 -2.5747 2.0860
C 4.1859 -0.3236 -0.6810
C 3.0673 0.3637 1.8282
C -3.5075 -1.9102 0.9007
C 0.8811 -0.0364 -2.5345
C 2.0333 1.9243 -2.7952
C -1.7291 -3.2848 -5.2420
C 0.2892 6.2401 -3.8246
C -1.2096 -4.1881 2.8840
C 2.0776 1.2141 2.3083
C -1.5275 3.8938 2.9513
C 1.6905 0.4298 -4.5796
C 2.3511 1.9852 3.4435
C 3.5773 1.8906 4.0741
C 4.5815 1.0441 3.6063
C -2.8771 -0.9093 0.1601
C -1.2042 -2.7766 -2.9567
C -3.0190 -3.6927 -4.8712
C -4.7802 -2.3265 0.5165
C -0.1845 1.9810 2.4314
C -1.5742 -0.2258 0.4391
C 4.0904 -1.0117 -2.0453
C 4.0360 -2.9250 1.1187
C 5.9217 0.9777 4.2876
C -1.8315 1.8777 4.1776
C -2.4763 -3.1912 -2.5759
C -0.3969 -0.1344 3.7827
C 2.1900 1.6435 -4.1326
C -3.3771 -3.6389 -3.5178
C 1.6990 -2.5368 1.9328
C -0.8301 -2.8423 -4.2999
C -4.7562 -0.8397 -1.3569
C -3.3449 3.8285 4.6929
C 4.3015 0.2940 2.4758
C -0.5003 3.3162 2.2018
H -4.3711 -3.9470 -3.2131
H 3.7623 2.5022 4.9511
H 2.6743 2.3459 -4.7942
H 3.5773 -1.9730 -2.0037
H -3.5914 -4.3130 -6.7453
H 0.1630 -2.5417 -4.5908
H 5.8116 0.7820 5.3554
H 2.0357 -2.0347 2.8439
H 2.3908 2.8456 -2.3583
H 1.0140 3.6419 0.6774
H 0.7657 4.9820 1.7825
H 4.9400 -0.8538 -0.0961
H -1.7884 -5.4242 0.5412
H 5.0005 1.5163 0.1652
H -1.0625 -0.5746 4.5283
H 5.0802 -0.3468 2.0765
H 3.8966 -3.9743 1.3920
H -3.2712 4.9152 4.6764
H -1.9607 -4.6022 3.5540
H -1.2358 -3.2445 1.0165
H 1.6189 -3.6057 2.1427
H 6.5435 0.1901 3.8624
H 5.0946 -1.1803 -2.4391
H -1.4379 -3.3243 -6.2852
H 1.8149 0.1234 -5.6131
H -0.3843 -0.7527 2.8829
H 3.5635 -0.3865 -2.7652
H 1.6068 2.6670 3.8298
H 4.5053 -2.4306 1.9708
H -4.7619 -4.5641 -5.5315
H 4.7241 -2.9057 0.2737
H 5.4401 1.2134 -1.5171
H -0.4128 4.6564 0.5235
H 0.7133 -2.1493 1.6692
H 2.2799 -2.8317 -0.0942
H -3.1621 -4.3748 0.1317
H 0.6213 -0.1637 4.1802
H -2.9976 0.3565 -1.5704
H -4.3096 3.5570 4.2582
H -3.6435 -3.0620 2.6941
H -2.3252 1.3213 4.9696
H -1.7809 4.9329 2.7611
H -2.3234 -1.8891 2.7177
H -5.2950 -3.0689 1.1178
H -2.7630 -3.1514 -1.5337
H -6.4031 -2.1282 -0.8687
H -3.3492 3.5015 5.7332
H -0.5176 -4.9671 2.5794
H 3.8286 1.7925 -1.1057
H -0.6754 -3.3821 3.3735
H 6.4604 1.9219 4.1840
H -3.1951 -5.3299 1.6400
H -5.2202 -0.4246 -2.2432
*
```

energy	-152463.281	eV
orbital gap	7.43	eV
LUMO	-2.806	eV
E_HOMO	-10.24	eV
M	1080.98	g/mol

---

(2)
Formula: C44H53InN6O4PSi
Source: OMol25
Level of theory: ωB97M-V/def2-TZVPD

Geometry as ORCA input:
```
! RIJCOSX wB97M-V def2-TZVPD def2/J DEFGRID3
* xyz 1 1
In 0.5533 0.1898 0.3889
P -2.7994 0.9712 1.1808
Si 2.4595 2.8525 1.0043
O -2.8657 -6.0364 0.1296
O 1.2835 2.0851 0.1824
O -2.8320 -5.5971 -2.1203
O -1.4485 0.3008 1.2713
N -3.1232 1.6869 2.6174
N 0.1153 0.0603 -1.9527
N 0.9562 -1.3386 2.1853
N -2.8352 2.0690 -0.0445
N -3.9799 -0.1088 0.8154
N -0.1683 -1.9104 -0.1747
C -0.6100 -2.1456 -1.4058
C -2.5895 -5.4634 -0.9227
C 3.2553 5.3440 -0.2930
C 1.8821 7.3170 -0.2970
C 0.9057 6.6338 0.4174
C 0.4654 1.0360 -2.7917
C 1.1332 -1.5305 4.5486
C -5.1721 -1.6710 -0.4598
C 0.0397 -2.3136 2.1621
C -0.4601 -2.7231 0.8343
C -0.2327 -1.1408 -2.4194
C -0.4115 -2.9013 3.3365
C -2.3512 4.0531 -1.1987
C -1.8623 3.1794 -0.0530
C 2.2850 4.6461 0.4221
C -5.7119 -1.7344 0.9773
C 0.9550 2.3272 3.3941
C 2.6321 3.7305 5.0872
C -4.1289 2.7352 2.8298
C 1.1099 5.3115 0.7772
C 1.4932 -0.9542 3.3460
C -1.1831 -3.8890 0.6135
C -1.4168 -3.2416 -1.6769
C 5.2950 2.6469 1.3623
C 0.6664 2.3955 4.7516
C -0.2223 -1.4165 -3.7802
C 2.9129 3.6586 3.7318
C -3.7904 -1.0571 -0.2873
C 2.0909 2.9387 2.8614
C -3.9747 3.0522 4.3133
C -3.6835 1.6748 4.9166
C 0.1434 -2.5032 4.5415
C -1.6940 -4.1292 -0.6506
C 4.3561 1.8293 -0.8179
C 4.1064 1.9480 0.6916
C 3.9709 0.5366 1.2801
C 3.0588 6.6741 -0.6455
C 0.1336 -0.4044 -4.6585
C -4.1237 2.5190 -0.6258
C 0.4717 0.8471 -4.1621
C 1.5105 3.0928 5.6010
C -3.8743 3.9690 -1.0535
C -2.7480 1.0386 3.8901
C -5.0571 -0.5508 1.7129
H 0.3544 4.7781 1.3464
H -5.1243 -2.6547 -0.9232
H -2.0383 3.6285 -2.1549
H -1.8526 -3.4116 -2.6533
H -5.1444 2.3763 2.6260
H -6.7969 -1.6656 1.0044
H -0.1959 -2.9493 5.4668
H 3.2837 4.2887 5.7470
H -1.1889 -3.6501 3.3100
H -3.0587 -1.8289 -0.0217
H 3.7324 0.5756 2.3470
H 3.4860 1.4072 -1.3298
H 0.7428 1.6569 -4.8236
H 0.1521 -0.5990 -5.7224
H -5.7994 -1.0242 -1.0749
H -0.0129 7.1362 0.6956
H 0.2635 1.8106 2.7286
H 3.8282 7.2030 -1.1936
H 1.7201 8.3487 -0.5809
H -4.2152 4.6614 -0.2816
H -2.8513 -0.0480 3.8367
H -4.9465 2.4360 0.0853
H 1.2865 3.1532 6.6581
H -4.3685 1.8953 -1.4888
H 5.3815 3.6898 1.0511
H -4.8639 3.5213 4.7285
H 1.6074 -1.2158 5.4670
H -3.1199 3.7137 4.4665
H -5.4247 -2.6765 1.4434
H 3.7799 4.1803 3.3425
H -0.2181 1.9119 5.1500
H -1.9705 5.0705 -1.1300
H 4.5679 2.8008 -1.2670
H -1.3803 -4.6134 1.3931
H -3.9325 3.5961 2.1883
H -3.4320 -0.5314 -1.1763
H 6.2274 2.1401 1.0975
H -5.7716 0.2607 1.8712
H 0.7475 1.9782 -2.3356
H 2.2339 -0.1674 3.2992
H -0.8471 2.8127 -0.1977
H -4.3956 4.2105 -1.9773
H -3.2263 1.7342 5.9024
H 3.1805 -0.0339 0.7678
H 5.2124 1.1770 -1.0113
H -1.7030 1.2640 4.1173
H 4.9015 -0.0232 1.1612
H -4.6083 1.1009 4.9983
H -4.6811 -0.8609 2.6916
H 5.2020 2.6262 2.4498
H -0.4647 -2.4068 -4.1366
H -1.8924 3.7433 0.8883
H 4.1732 4.8506 -0.5902
*
```

energy	-85960.483	eV
orbital gap	6.52	eV
LUMO	-3.510	eV
E_HOMO	-10.03	eV
M	903.82	g/mol

---

(3)
Formula: C44H53NO14P3STeZr
Source: OMol25
Level of theory: ωB97M-V/def2-TZVPD

Geometry as ORCA input:
```
! RIJCOSX wB97M-V def2-TZVPD def2/J DEFGRID3
* xyz -1 1
Te 1.0069 -2.2779 6.1745
Zr -0.3737 1.1620 2.5761
S -2.0055 3.0369 3.7519
P -0.0855 -0.2166 5.8363
P 4.1078 2.5336 -0.1050
P -2.1129 -5.2754 -2.0729
O -3.4901 -5.7839 -2.8736
O -0.5090 0.0097 4.3433
O -2.7337 4.1598 3.1986
O -1.6714 3.0262 5.1500
O 1.5032 1.8837 1.2876
O -1.3443 -0.9369 -1.0642
O -2.4513 1.6701 3.2054
O 0.6460 1.0817 6.2626
O -0.4570 3.0744 3.0019
O -1.4697 -0.2450 6.6489
O -1.5460 -6.5889 -1.3987
O 1.6692 0.8004 3.2218
O -2.8234 -4.4845 -0.8828
O -0.8931 0.1299 0.8960
N -2.0828 0.5848 -3.0585
C 5.7020 -0.8902 -1.8684
C -2.7759 1.3157 -2.1008
C -1.5282 0.8967 -7.2514
C -2.6423 -1.0142 6.1322
C -3.9813 -3.6370 -1.1938
C -4.4621 0.1746 -4.9482
C -0.4088 0.8821 -6.3491
C 5.4766 3.4700 2.1198
C 4.6127 3.5330 4.3188
C 0.8466 3.2614 7.2663
C -3.9319 0.9630 -7.8444
C -0.8359 -6.8042 0.8342
C -4.4128 -3.0931 0.1738
C -3.6664 1.3869 0.1691
C -1.9468 0.7710 -4.5158
C 7.3859 5.1069 -2.0098
C 5.4282 3.4689 -0.9020
C 5.0404 0.2757 -1.5822
C -3.0984 0.6985 -5.3633
C -2.8413 0.8516 -6.7872
C 4.3730 2.7460 1.6698
C 3.6168 2.6277 3.9939
C -3.2085 -6.2152 -4.2099
C -3.7677 2.2629 -2.4872
C -3.3652 -5.1220 -5.3087
C 0.6440 1.7808 7.5573
C 5.2615 -0.0257 0.7512
C 6.7086 2.9732 -1.1950
C -2.5708 -2.5143 6.5040
C 3.4283 2.3216 2.6677
C 6.0333 -1.7549 -0.8146
C -1.5218 -0.0152 -0.2549
C 5.1795 4.8703 -1.0055
C -1.9902 -7.0953 -0.1151
C 7.6768 3.7968 -1.7112
C 6.1840 5.6685 -1.5650
C -4.7000 2.7678 -1.5547
C -2.6303 1.0304 -0.6863
C 4.8681 0.8171 -0.2885
C 5.6230 3.8104 3.4323
C 2.1593 1.6404 2.3292
C -0.6262 0.8521 -4.9634
C -4.6036 2.3217 -0.2001
C 5.7953 -1.2834 0.4523
H -3.9236 2.4292 -3.5514
H -4.6740 1.7467 -7.6996
H -3.5135 -3.0076 6.3392
H -5.4224 2.5793 0.5254
H -2.3141 -2.5995 7.5652
H 0.8798 3.7918 8.2028
H 4.7985 0.9309 -2.4489
H 8.6837 3.4652 -1.7793
H -3.8818 -7.0803 -4.4388
H 5.9094 6.7276 -1.5757
H -2.8829 -6.5185 0.2317
H -2.6189 -0.9196 5.0219
H -1.4181 0.8292 -8.3199
H 1.8627 3.4426 6.7956
H -3.3768 1.1455 -8.8136
H 0.1258 -6.9519 0.2908
H 6.9764 1.9374 -1.0813
H -2.9607 -5.5543 -6.2759
H -3.5710 -2.4188 0.5378
H 0.2399 0.8848 -4.3368
H -4.5552 -3.9220 0.8104
H 5.9689 -1.1044 -2.9246
H 1.5406 1.3884 8.0808
H 6.4860 -2.7432 -0.9676
H 5.1681 0.1400 1.7819
H 4.2405 5.2681 -0.5740
H 6.4373 4.4013 3.7992
H -4.7796 -4.3086 -1.5662
H -4.5553 0.1195 -3.8494
H 6.2909 3.6735 1.3785
H -4.4033 -4.8374 -5.3853
H -4.5713 -0.8491 -5.2766
H -3.5529 -0.5268 6.5429
H -0.8807 -5.7150 1.0322
H -3.7869 -2.8368 -1.8450
H -2.1946 -8.2061 -0.2282
H -2.1587 -6.5152 -4.3079
H 4.6474 4.0520 5.2981
H -0.3046 1.5455 8.1016
H 0.6390 0.9900 -6.7564
H -0.8909 -7.3719 1.6963
H -5.2839 0.8133 -5.3319
H 5.7800 -1.9202 1.3708
H 8.2277 5.7201 -2.2894
H -1.7617 -2.9270 5.9166
H -1.4161 -0.0746 -2.6089
H 0.0593 3.7807 6.6673
H -4.4868 -0.0392 -8.0638
H -2.8212 -4.1822 -5.1406
H -5.4502 3.4790 -1.8962
H -3.6297 0.8032 1.1442
H -5.2944 -2.4171 0.0474
H 2.9627 2.2394 4.7606
*
```

energy	-123928.102	eV
orbital gap	6.69	eV
LUMO	2.046	eV
E_HOMO	-4.64	eV
M	1163.71	g/mol

---

(4)
Formula: C44H54N5O4SeTi
Source: OMol25
Level of theory: ωB97M-V/def2-TZVPD

Geometry as ORCA input:
```
! RIJCOSX wB97M-V def2-TZVPD def2/J DEFGRID3
* xyz -1 3
Se -1.8812 -2.2842 0.5215
Ti -0.1077 -0.3251 -0.0397
O 0.1775 -0.9141 2.0453
O -1.2371 0.8524 0.8966
O -1.3465 -0.5276 -1.5167
O -0.2568 -0.7942 -4.1470
N -2.2097 1.5913 -2.2278
N 1.4129 0.9523 -0.2871
N -2.1254 2.6373 -1.2658
N 1.5257 -1.5939 -0.0913
N 0.2481 0.8568 -2.4528
C 2.4382 0.5412 0.4816
C 0.6926 3.0897 -3.2112
C -1.0873 -2.8883 2.1407
C 2.3172 -0.7328 4.1923
C -1.4409 -4.0869 2.7469
C -0.0843 -3.4594 4.5917
C -1.1495 3.0879 2.4060
C -7.3866 0.4864 2.2494
C -0.1689 -1.9809 2.6918
C 0.0942 -6.4864 5.0177
C -2.9153 -0.8366 1.3084
C -1.2112 0.5874 -2.3242
C -3.1258 1.3756 2.2501
C 2.4239 3.1217 -0.4959
C -1.9239 -5.4291 6.0434
C -2.6344 2.7777 2.6824
C -6.4184 -0.5177 2.8967
C 3.3083 2.7646 0.4689
C -2.3802 0.4647 1.4729
C -2.8247 2.9015 4.2034
C -6.8741 -1.9272 2.5212
C 0.2693 -2.2432 4.0213
C 3.4943 -1.6395 1.2290
C 2.4818 -0.9436 0.5895
C 1.5252 2.1398 -1.0041
C -0.5706 1.5361 -4.6706
C -2.1124 -6.6447 3.8892
C 3.5261 -3.0138 1.1681
C 3.3953 1.4081 0.9154
C 1.2788 -1.5886 6.2622
C -0.8995 -4.4255 3.9808
C 1.5723 -2.9319 -0.1462
C -4.9843 -0.2391 2.4226
C -6.5004 -0.3708 4.4246
C -0.0058 2.7440 -4.4211
C -0.5031 0.4779 -3.6416
C -3.4895 3.8492 1.9788
C -4.4014 1.0017 2.6642
C 0.9850 -1.1494 4.8297
C 2.5541 -3.6811 0.4553
C 0.0559 0.0820 4.8821
C 0.8303 2.1312 -2.2322
C -4.1965 -1.1651 1.7520
C -1.2105 -5.7307 4.7170
H 2.4314 4.1199 -0.9219
H -1.2148 3.0665 -1.3272
H -2.3328 2.0099 -3.1294
H -0.5031 -1.3897 -3.4238
H 0.7744 -3.4008 -0.6943
H 2.5378 -4.7607 0.3830
H -2.8521 -4.8765 5.8610
H 0.3654 -1.8582 6.8050
H 3.0043 -1.5865 4.1505
H -0.9379 3.2231 1.3471
H -3.3981 3.7773 0.8908
H -2.1799 2.2106 -0.3546
H -5.8172 -1.0731 4.9154
H 4.3094 -3.5651 1.6738
H 4.0133 3.4950 0.8480
H -7.3309 0.4233 1.1582
H 2.1592 -0.3571 3.1835
H -2.4542 3.8749 4.5413
H -0.9005 4.0223 2.9235
H -1.0304 1.3006 -5.6268
H -0.8751 -0.1682 5.4011
H 0.6082 -6.7490 4.0858
H -1.6552 -6.8934 2.9243
H -0.1116 -7.4119 5.5727
H 4.2459 -1.0878 1.7780
H -7.8957 -2.0888 2.8838
H -6.2322 -2.6925 2.9729
H -6.8715 -2.0749 1.4354
H 1.1434 4.0696 -3.1046
H -3.1643 4.8502 2.2874
H -0.0658 3.5014 -5.1947
H 1.7485 -0.7542 6.7938
H -2.2636 2.1189 4.7278
H -4.5518 3.7432 2.2346
H -7.1461 1.5154 2.5354
H -3.0878 -6.1828 3.6958
H -6.2253 0.6405 4.7451
H -8.4204 0.2799 2.5590
H -0.4823 2.3029 2.7700
H -4.5528 -2.1733 1.5731
H -2.2849 -7.5793 4.4341
H -2.1699 -6.3606 6.5715
H -7.5202 -0.5732 4.7781
H -4.9800 1.7338 3.2240
H -1.2970 -4.8202 6.7039
H -0.1951 0.4219 3.8724
H -2.1542 -4.7322 2.2428
H -3.8739 2.8238 4.5021
H 0.7792 -5.8765 5.6168
H 0.2819 -3.6730 5.5914
H 1.9697 -2.4417 6.2984
H 0.5429 0.9068 5.4178
H 2.7860 0.0592 4.7914
H 4.1985 1.0798 1.5648
*
```

energy	-150610.026	eV
orbital gap (spin up / spin down)	5.11 / 6.78	eV
LUMO (spin up / spin down)	2.301 / 2.174	eV
E_HOMO (spin up / spin down)	-2.81 / -4.60	eV
M	843.77	g/mol

---

Q: Number 4 is which compound?
A: C44H54N5O4SeTi